Entry 1:
{
  "formula": "H8N2Si2",
  "method": "the ωB97M-V functional and the def2-TZVPD basis",
  "symbols": ["N", "N", "Si", "Si", "H", "H", "H", "H", "H", "H", "H", "H"],
  "positions_angstrom": [[0.229980, -1.870230, 0.921516], [0.500423, -0.727790, -1.822077], [-0.497919, 2.960510, 0.637404], [-0.445804, -0.955786, -0.358115], [1.106557, -1.481232, 1.199749], [-0.067892, -2.707988, 1.432235], [0.610200, 0.292806, -2.039908], [1.475464, -1.207398, -2.019546], [-1.470349, 2.640243, 1.676105], [-0.525974, 1.480408, 0.017947], [0.908028, 3.051955, 1.096413], [-1.822713, -1.475498, -0.741724]],
  "forces_ev_per_a": [[-0.363, -0.298, -0.496], [2.554, 0.153, -0.123], [0.038, -1.487, -1.309], [-0.502, 0.177, -0.515], [0.500, -0.237, 0.586], [0.170, 0.820, -0.524], [-0.122, -1.403, 0.169], [-2.799, 1.213, 0.781], [-0.150, 0.303, 0.932], [-0.020, 0.444, -0.398], [0.077, 0.154, 0.545], [0.618, 0.161, 0.353]],
  "lowdin_charge": [-0.142, -0.195, 0.508, 0.489, 0.001, 0.039, 0.010, 0.075, -0.222, -0.282, -0.214, -0.067],
  "homo_energy_ev": [-7.83, -6.34],
  "multiplicity": 1,
  "total_energy_ha": -693.17201,
  "de_lowest_kj_mol": 420.2,
  "mol_weight_da": 92.25
}



Entry 2:
{
  "formula": "C5H12N",
  "method": "the ωB97M-V functional and the def2-TZVPD basis",
  "symbols": ["C", "C", "C", "C", "C", "N", "H", "H", "H", "H", "H", "H", "H", "H", "H", "H", "H", "H"],
  "positions_angstrom": [[-2.399962, 0.660624, 0.070953], [-1.822910, -0.725891, 0.406706], [-0.627978, -1.129540, -0.518102], [0.614136, -0.368083, -0.175771], [0.715989, 0.441255, 0.880867], [3.405961, 0.689677, -0.539632], [-3.127765, 0.972983, 0.820285], [-2.829916, 0.716506, -0.927073], [-1.568070, 1.364324, 0.139172], [-2.583043, -1.497331, 0.500372], [-1.239706, -0.575472, 1.347959], [-0.881386, -0.943168, -1.573463], [-0.362569, -2.185281, -0.377692], [1.462105, -0.427814, -0.876525], [0.913098, 0.001818, 1.866849], [4.328625, 0.743995, -0.124388], [2.748285, 0.776186, 0.227001], [3.255107, 1.485211, -1.147518]],
  "forces_ev_per_a": [[0.513, -0.359, 0.176], [1.470, 0.881, 0.302], [-1.502, 0.532, -0.287], [-0.158, 1.178, 0.866], [-0.336, -2.613, -1.377], [-0.359, -0.349, 0.027], [-0.059, -0.117, -0.157], [-0.114, -0.066, 0.035], [-0.198, 0.293, -0.191], [0.215, -0.079, -0.006], [-1.160, -0.494, 0.269], [0.314, -0.360, 0.113], [0.173, 0.066, -0.213], [0.350, 0.030, 0.108], [0.306, 0.932, 0.300], [0.113, 0.064, -0.208], [0.219, 0.285, 0.217], [0.213, 0.176, 0.027]],
  "lowdin_charge": [-0.081, -0.214, -0.137, -0.043, 0.329, 0.058, 0.089, 0.086, 0.060, 0.121, 0.097, 0.144, 0.153, 0.142, 0.137, 0.048, -0.036, 0.047],
  "homo_energy_ev": -14.73,
  "charge": 1,
  "multiplicity": 1,
  "total_energy_ha": -252.02761,
  "de_lowest_kj_mol": 534.3,
  "mol_weight_da": 86.16
}



Entry 3:
{
  "formula": "C4H8O2S",
  "method": "the ωB97M-V functional and the def2-TZVPD basis",
  "symbols": ["O", "C", "O", "C", "C", "C", "S", "H", "H", "H", "H", "H", "H", "H", "H"],
  "positions_angstrom": [[1.437999, 2.937018, 0.896357], [0.654268, 1.979306, 0.840628], [-0.229540, 1.937070, 1.865228], [0.447791, 0.929913, -0.217033], [0.387162, -0.429878, 0.398167], [-0.396423, -1.248640, -0.779467], [-0.737054, -2.970000, -0.400151], [-0.999801, 1.547426, 1.392233], [1.269781, 1.094668, -0.960357], [-0.430372, 0.949283, -0.778608], [1.384058, -1.016688, 0.715145], [-0.207370, -0.360577, 1.282767], [0.176459, -1.123190, -1.654755], [-1.457785, -0.890421, -0.980518], [-1.299179, -3.335289, -1.619638]],
  "forces_ev_per_a": [[-0.957, -3.079, -1.091], [1.353, 4.395, 0.838], [-1.417, -0.953, -1.058], [3.781, 0.783, 0.080], [0.608, -3.497, -1.440], [-1.385, 0.458, 1.995], [0.050, -1.117, -0.604], [0.021, 0.080, 1.329], [-0.558, -0.431, 0.630], [-1.735, 1.236, -0.621], [-2.057, 1.622, -0.993], [-0.475, -0.389, 0.579], [0.706, -0.064, -1.102], [1.563, 0.503, 0.432], [0.501, 0.452, 1.027]],
  "lowdin_charge": [0.088, -0.483, 0.084, -0.161, -0.214, -0.605, 0.659, 0.122, 0.153, 0.092, 0.168, 0.083, 0.048, 0.080, -0.115],
  "homo_energy_ev": -9.35,
  "multiplicity": 1,
  "total_energy_ha": -705.83759,
  "de_lowest_kj_mol": 152.3,
  "mol_weight_da": 120.17
}



Entry 4:
{
  "formula": "C16H44CoFO18P4S",
  "method": "the ωB97M-V functional and the def2-TZVPD basis",
  "symbols": ["Co", "F", "C", "C", "C", "S", "O", "O", "C", "H", "H", "H", "H", "H", "H", "H", "H", "C", "O", "P", "O", "O", "C", "O", "C", "H", "H", "H", "H", "H", "H", "H", "H", "H", "C", "O", "P", "O", "O", "C", "O", "C", "H", "H", "H", "H", "H", "H", "H", "H", "H", "C", "O", "P", "O", "O", "C", "O", "C", "H", "H", "H", "H", "H", "H", "H", "H", "H", "C", "O", "P", "O", "O", "C", "O", "C", "H", "H", "H", "H", "H", "H", "H", "H", "H"],
  "positions_angstrom": [[0.123499, 0.115370, 0.611406], [1.361309, 0.021890, 2.283686], [-4.308961, -0.902390, -1.729194], [-4.441591, 0.250920, -2.677624], [-3.139601, 1.046900, -2.578874], [-1.771551, -0.198540, -2.316954], [-0.999401, 0.138090, -1.119294], [-1.063271, -0.436400, -3.612634], [-2.904741, -1.573980, -1.958304], [-5.133531, -1.613950, -1.772234], [-4.237541, -0.524860, -0.709154], [-5.321141, 0.853450, -2.450804], [-4.542691, -0.080250, -3.711164], [-3.071181, 1.738370, -1.739074], [-2.994151, 1.695150, -3.443004], [-2.545021, -2.162270, -1.114134], [-2.904691, -2.173330, -2.868734], [-1.645191, 0.784770, 4.526526], [-2.616381, 1.450190, 3.645376], [-2.016431, 2.120580, 2.319166], [-1.356471, 1.321190, 1.268906], [-1.093831, 3.342910, 2.830956], [-0.254981, 4.197560, 2.035596], [-3.216161, 2.909290, 1.616576], [-4.371111, 2.101750, 1.139736], [-1.837451, -0.285740, 4.598136], [-1.779481, 1.173880, 5.535816], [-0.634891, 0.870320, 4.126426], [0.778219, 3.858970, 2.112666], [-0.321011, 5.257860, 2.279526], [-0.668821, 4.176280, 1.027436], [-4.171071, 1.034540, 1.235406], [-4.528011, 2.233250, 0.069136], [-5.232911, 2.474190, 1.693536], [4.379019, 3.067280, -2.168714], [3.616789, 2.296790, -1.257684], [2.074209, 2.809830, -0.861534], [1.248259, 1.795100, -0.126984], [1.403299, 3.253130, -2.251724], [0.800719, 2.355180, -3.164364], [2.224129, 4.193310, -0.087434], [3.430979, 4.748350, 0.457086], [4.158949, 4.124520, -2.020734], [4.155499, 2.848560, -3.212894], [5.443369, 2.927920, -1.979404], [0.773639, 1.312100, -2.849174], [1.295899, 2.302550, -4.133964], [-0.237261, 2.589150, -3.400904], [4.225269, 4.007420, 0.366406], [3.375819, 5.019380, 1.511406], [3.864259, 5.488420, -0.215714], [-0.993971, -3.685440, 4.662196], [-1.087921, -2.535880, 3.750276], [-0.889461, -2.774360, 2.152496], [-0.907111, -1.566270, 1.285236], [0.365719, -3.843080, 1.960896], [0.866719, -4.148680, 0.709946], [-2.143401, -3.756890, 1.809626], [-3.472601, -3.209060, 1.861126], [-1.873081, -3.800540, 5.296236], [-0.149081, -3.560320, 5.339396], [-0.865201, -4.644710, 4.160856], [0.535659, -3.553630, -0.141174], [0.584369, -5.172050, 0.462766], [1.956049, -4.175000, 0.737816], [-3.480121, -2.121920, 1.939736], [-4.063821, -3.699370, 2.634526], [-3.952561, -3.414350, 0.904256], [1.864249, -1.445840, -3.664374], [2.738699, -0.952200, -2.682454], [2.683189, -1.422060, -1.129634], [1.443059, -0.992320, -0.473124], [3.037899, -2.983440, -1.204614], [4.199449, -3.324380, -1.953684], [3.967849, -0.751530, -0.471394], [4.294329, -0.999250, 0.879106], [1.423259, -0.577280, -4.153484], [1.164909, -2.146230, -3.207784], [2.459029, -1.952740, -4.424234], [4.679209, -4.199910, -1.516204], [4.967869, -2.551780, -1.926664], [4.017329, -3.523240, -3.009794], [3.533999, -1.505580, 1.473786], [4.407049, 0.012470, 1.268746], [5.315879, -1.378070, 0.911106]],
  "forces_ev_per_a": [[1.827, 0.228, 1.940], [-1.083, 0.027, -1.148], [1.291, -0.825, 0.800], [0.417, 0.346, -0.390], [0.447, 0.453, 0.190], [0.117, 0.036, -1.946], [-1.007, -0.091, -1.758], [-1.312, 0.472, 2.768], [-0.734, 0.245, -0.476], [0.188, -0.077, -0.102], [-0.383, 0.129, 0.172], [0.129, 0.147, 0.032], [-0.103, -0.180, -0.014], [-0.136, -0.320, 0.405], [0.490, -0.478, -0.236], [0.102, 0.207, -0.009], [0.066, -0.052, 0.018], [-0.023, -0.497, 0.142], [1.062, 0.278, -1.288], [0.508, 2.758, 0.101], [-0.148, -0.680, 0.603], [-1.090, -1.036, 0.820], [-0.461, -0.352, -1.024], [-0.956, -1.276, 0.221], [0.839, 0.605, 0.147], [-0.392, 0.084, -0.432], [0.224, 0.406, -0.303], [0.089, 0.284, 0.213], [-0.229, -0.080, -0.238], [-0.276, -0.246, 0.907], [0.621, -0.279, -0.325], [-0.144, 0.023, 0.558], [0.198, 0.566, 0.043], [0.054, -0.431, -0.052], [0.105, 1.019, -0.333], [-2.608, 0.085, 1.099], [0.256, -1.453, -0.100], [1.665, 1.670, -1.223], [0.564, 0.375, 0.781], [-0.487, -1.449, -0.766], [-0.208, -0.350, -0.408], [1.581, -1.085, -0.821], [0.122, 0.148, -0.137], [-0.084, -0.318, 0.090], [-0.159, -0.286, 0.109], [0.217, 0.110, 0.627], [0.492, 0.593, 0.135], [0.009, 0.597, 0.441], [-0.094, -0.456, 0.492], [-0.599, 0.218, -0.353], [-0.809, 0.767, 0.318], [0.265, -0.336, 0.209], [0.782, -0.738, -1.348], [0.065, -1.960, 0.307], [-0.219, -1.253, 1.087], [-2.702, 2.790, 2.120], [0.834, -1.480, -1.840], [0.834, 0.751, 0.141], [-0.167, -0.011, -0.683], [-0.282, 0.592, -0.368], [0.085, 0.338, -0.306], [0.038, 0.267, -0.398], [-0.073, 0.524, 0.406], [-0.210, -0.166, 0.060], [-0.076, 0.433, 0.127], [0.146, 0.006, 0.435], [0.258, 0.175, 0.144], [0.039, -0.235, -0.048], [-0.010, -0.264, -0.580], [1.440, 0.408, 2.612], [1.403, 1.275, -1.288], [-0.009, -1.580, -0.295], [-1.006, 0.564, 0.280], [1.412, -0.294, -0.340], [-1.313, -0.700, -2.354], [0.866, 1.529, 1.016], [-0.500, -0.341, 0.218], [-0.386, 0.220, -0.416], [0.010, -0.224, 0.051], [-0.443, -0.095, 0.124], [-0.207, 0.280, 0.167], [-0.537, -0.013, 0.119], [0.106, -0.194, -0.235], [-0.295, -0.094, 0.526], [-0.301, -0.757, 0.057]],
  "lowdin_charge": [0.630, -0.525, -0.202, -0.219, -0.184, 0.796, -0.372, -0.336, -0.177, 0.125, 0.098, 0.125, 0.124, 0.090, 0.107, 0.092, 0.106, -0.042, -0.191, 0.456, -0.249, -0.204, -0.066, -0.204, -0.043, 0.070, 0.097, 0.083, 0.086, 0.094, 0.087, 0.069, 0.071, 0.098, -0.109, -0.233, 0.546, -0.238, -0.191, -0.095, -0.206, -0.071, 0.074, 0.094, 0.102, 0.051, 0.099, 0.089, 0.078, 0.102, 0.092, -0.059, -0.220, 0.566, -0.252, -0.197, -0.140, -0.228, -0.088, 0.091, 0.094, 0.085, 0.079, 0.097, 0.088, 0.079, 0.096, 0.081, -0.101, -0.218, 0.477, -0.236, -0.215, -0.087, -0.216, -0.080, 0.076, 0.093, 0.093, 0.100, 0.092, 0.092, 0.092, 0.095, 0.095],
  "homo_energy_ev": [-11.58, -10.99],
  "charge": 1,
  "multiplicity": 4,
  "total_energy_ha": -5236.76826,
  "mol_weight_da": 758.40
}



Entry 5:
{
  "formula": "C6H10O2",
  "method": "the ωB97M-V functional and the def2-TZVPD basis",
  "symbols": ["C", "C", "C", "C", "C", "C", "H", "H", "H", "H", "H", "H", "O", "H", "H", "O", "H", "H"],
  "positions_angstrom": [[2.069360, 0.315568, 0.546152], [1.018275, 0.597956, -0.355983], [-0.301039, 0.730626, 0.103420], [-0.496404, 0.530536, 1.490297], [0.529330, 0.289550, 2.399907], [1.815120, 0.074221, 1.900963], [3.097420, 0.164964, 0.153031], [1.275522, 0.508583, -1.371700], [-1.054258, 0.851624, -0.697139], [-1.475460, 0.705753, 1.920641], [0.272750, 0.248120, 3.469646], [2.588328, -0.135439, 2.715398], [-1.847984, -1.806606, -0.985291], [-1.785114, -2.207972, -0.154936], [-1.119750, -1.270549, -1.109192], [-1.391648, 0.112091, -3.362540], [-1.565874, -0.631583, -2.714656], [-2.124363, 0.091878, -3.936982]],
  "forces_ev_per_a": [[0.321, -0.756, 0.020], [0.244, -0.707, 2.046], [1.257, -0.810, -0.086], [-0.824, 1.118, -0.319], [-0.370, -0.319, -0.757], [0.756, 0.809, 1.528], [-0.856, 0.181, 0.288], [-0.018, 0.542, -1.310], [0.027, 0.206, 1.099], [-0.182, -0.159, -0.197], [0.349, -0.149, -0.621], [-0.696, 0.190, -1.741], [-2.760, -0.888, -1.959], [0.315, -0.797, 1.910], [2.605, 1.557, 0.269], [1.216, -1.239, 2.340], [0.020, 1.252, -1.424], [-1.404, -0.033, -1.086]],
  "lowdin_charge": [-0.092, -0.091, -0.095, -0.103, -0.110, -0.106, 0.108, 0.085, 0.103, 0.097, 0.108, 0.122, 0.006, 0.025, -0.043, -0.054, 0.032, 0.008],
  "homo_energy_ev": -9.48,
  "multiplicity": 1,
  "total_energy_ha": -385.07660,
  "de_lowest_kj_mol": 67.7,
  "mol_weight_da": 114.14
}



Entry 6:
{
  "formula": "C9H28O5",
  "method": "the ωB97M-V functional and the def2-TZVPD basis",
  "symbols": ["C", "C", "O", "H", "H", "H", "H", "H", "H", "C", "C", "O", "H", "H", "H", "H", "H", "H", "C", "C", "O", "H", "H", "H", "H", "H", "H", "C", "C", "O", "H", "H", "H", "H", "H", "H", "C", "O", "H", "H", "H", "H"],
  "positions_angstrom": [[3.458820, -5.577092, 1.682112], [4.249650, -5.696609, 0.359256], [3.390659, -5.132048, -0.546848], [3.883081, -6.143228, 2.511331], [2.567540, -6.192249, 1.558455], [3.120431, -4.600090, 2.027163], [4.556250, -6.742497, 0.343975], [5.095175, -5.035666, 0.549910], [3.558252, -5.632191, -1.348953], [2.596331, 7.673304, 0.432577], [1.916215, 7.277478, 1.701668], [1.067484, 8.325606, 2.135531], [3.167396, 8.595566, 0.539464], [1.831558, 7.995023, -0.274339], [3.232819, 6.917891, -0.028217], [2.649461, 6.997606, 2.458056], [1.326990, 6.363846, 1.623014], [0.531166, 8.752961, 1.463715], [-3.614981, -2.045743, 3.372338], [-2.897682, -0.893796, 3.981004], [-2.665087, 0.019649, 2.997626], [-3.029882, -2.714540, 2.741097], [-4.450491, -1.715004, 2.755377], [-4.150084, -2.609169, 4.136732], [-1.966245, -1.296546, 4.378900], [-3.465940, -0.394036, 4.765488], [-1.933341, -0.354130, 2.501217], [-4.228934, -0.165527, -3.682847], [-3.933079, -1.499524, -4.302708], [-3.988606, -2.400289, -3.259844], [-3.607294, 0.096417, -2.826668], [-5.272530, -0.150356, -3.368576], [-4.225969, 0.594637, -4.464027], [-2.968894, -1.525482, -4.810415], [-4.693404, -1.804909, -5.021567], [-3.133284, -2.291834, -2.837609], [1.946410, 0.765732, -2.582685], [1.719596, 0.011374, -1.410411], [2.980353, 0.756038, -2.927603], [1.381430, 0.387934, -3.434836], [1.675470, 1.816625, -2.481138], [2.323190, -0.735132, -1.406715]],
  "forces_ev_per_a": [[-0.603, -1.704, 0.550], [-0.007, 1.448, 4.664], [-0.265, -0.686, -2.326], [0.765, 0.442, 0.175], [-0.482, 0.256, -0.349], [0.428, 0.132, -0.383], [-0.117, -0.028, -1.075], [0.688, -0.262, -0.649], [-0.409, 0.416, -0.612], [0.025, 0.595, -0.883], [-0.453, -0.285, -0.215], [0.282, 0.251, 1.465], [0.331, -0.131, 0.447], [-0.152, -0.425, -0.376], [-0.119, -0.087, 0.097], [-0.061, 0.734, 0.427], [-0.152, -0.158, -0.521], [0.297, -0.496, -0.440], [-1.997, -1.007, 0.198], [-0.174, -1.264, 0.809], [1.147, 1.813, -1.384], [0.318, 0.076, 0.240], [0.112, 0.404, -0.213], [0.374, -0.520, 0.182], [0.219, 0.290, 0.559], [-0.036, -0.212, 0.085], [0.043, 0.424, -0.484], [-1.031, 1.037, -1.145], [-0.341, 0.738, -0.297], [0.635, -1.806, 0.900], [0.193, -0.051, -0.248], [0.020, -0.229, 0.374], [0.489, 0.439, 0.118], [0.169, 0.042, -0.128], [-0.044, 0.235, -0.114], [-0.083, -0.401, 0.547], [0.197, 0.046, -0.904], [0.009, 0.322, 0.077], [0.278, -0.058, 0.309], [-0.318, -0.177, -0.004], [-0.144, -0.129, 0.539], [-0.031, -0.022, -0.010]],
  "lowdin_charge": [-0.104, -0.353, -0.056, 0.065, 0.066, 0.073, 0.117, 0.103, 0.090, -0.103, -0.335, -0.081, 0.077, 0.070, 0.076, 0.111, 0.105, 0.080, -0.106, -0.382, -0.058, 0.076, 0.076, 0.072, 0.111, 0.119, 0.091, -0.098, -0.365, -0.072, 0.078, 0.076, 0.070, 0.109, 0.115, 0.086, -0.181, -0.112, 0.073, 0.069, 0.077, 0.073],
  "homo_energy_ev": -10.05,
  "multiplicity": 1,
  "total_energy_ha": -735.77126,
  "de_lowest_kj_mol": 309.7,
  "mol_weight_da": 216.32
}